The following is a DFT calculation (wB97M-V/def2-TZVPD) of a 6-piece molecular cluster, H12O6 overall.

- E_HOMO: -10.39 eV
- ΔE to the lowest compared entry with this formula, charge and spin: 138.6 kJ/mol
- SMILES string: O.O.O.O.O.O
- E_tot: -12479.6771 eV
- LUMO energy: 0.0015 Ha

The geometry in ORCA input format:
```
! wB97M-V def2-TZVPD RIJCOSX def2/J DEFGRID3
* xyz 0 1
O -7.677 -2.431 -27.384
H -7.443 -1.864 -28.119
H -7.996 -3.223 -27.809
O -7.045 -0.251 -29.225
H -7.748 0.357 -29.523
H -6.193 0.112 -29.590
O -3.995 -3.435 -29.908
H -4.814 -3.583 -30.400
H -4.317 -3.790 -29.087
O -4.664 -1.613 -27.609
H -4.450 -1.399 -28.489
H -4.934 -0.748 -27.306
O -8.702 -4.334 -28.994
H -9.556 -3.898 -28.901
H -8.924 -5.252 -29.157
O -6.549 -2.942 -30.611
H -7.318 -3.370 -30.267
H -6.617 -2.048 -30.342
*
```